Here is C31H51Br3Cl18N2O8Zr as an isolated structure in a non-equilibrium geometry from the Open Molecules 2025 dataset. Energies are from ωB97M-V/def2-TZVPD.

The geometry in XYZ format:
```
114
Properties=species:S:1:pos:R:3:forces:R:3
Zr -11.051 4.294 -15.493 -3.7751 -7.0545 -1.3458
C -11.978 4.730 -19.157 -0.3613 -0.0085 1.0130
C -11.144 3.490 -19.442 0.0558 0.4846 -1.6124
C -10.235 3.924 -20.615 0.2040 -0.3596 -0.4584
C -9.097 2.953 -20.873 0.2313 -0.4736 0.2085
C -8.307 2.654 -19.596 -0.3112 0.6959 -0.9346
C -9.189 2.233 -18.405 1.5707 -1.0934 -1.0628
N -10.318 3.133 -18.294 1.1678 1.8440 0.2716
O -11.029 2.931 -17.147 -0.9547 1.1540 3.2377
C -8.255 2.287 -17.215 -0.2482 1.0709 1.0849
C -9.520 0.740 -18.652 -0.4956 0.5223 -0.0432
C -12.039 2.346 -19.948 -0.2621 -0.2017 0.9471
H -12.800 4.530 -18.467 0.0675 -0.1328 -0.3078
H -12.397 5.163 -20.062 0.0542 -0.1861 -0.1436
H -11.356 5.507 -18.692 0.0935 -0.0289 -0.0674
H -9.876 4.954 -20.534 0.1007 -0.0942 0.4579
H -10.871 3.931 -21.505 -0.0801 0.0623 0.0798
H -8.393 3.345 -21.608 -0.1935 0.0098 -0.1196
H -9.495 2.018 -21.279 0.0184 0.0988 -0.0977
H -7.705 3.556 -19.431 -0.1350 -0.0804 0.6381
H -7.600 1.849 -19.794 0.0151 -0.0161 0.0924
H -7.253 1.923 -17.432 -0.1473 -0.2789 -0.2498
H -8.620 1.782 -16.327 -0.1473 -0.2475 -0.2900
H -8.092 3.338 -16.917 -0.0667 0.0071 -0.0810
H -9.892 0.603 -19.664 -0.0973 -0.1391 0.0270
H -10.272 0.382 -17.947 0.1216 -0.1553 0.0647
H -8.589 0.184 -18.577 -0.0954 -0.2044 0.2077
H -12.893 2.728 -20.506 0.0629 0.0578 -0.0695
H -12.422 1.807 -19.075 -0.1521 -0.0376 -0.1302
H -11.510 1.624 -20.561 0.0611 0.0685 -0.1090
C -11.563 0.245 -14.470 0.0767 0.6556 1.3643
C -12.982 0.745 -14.716 -0.3954 -1.7562 -0.9259
C -13.945 -0.294 -14.106 0.8335 -0.2199 1.4847
C -15.377 0.140 -13.857 -0.2822 -0.7803 0.1091
C -15.401 1.494 -13.181 -0.3060 -0.0439 -0.6733
C -14.601 2.538 -13.960 -1.0293 0.3749 0.7858
N -13.236 2.046 -14.128 -0.6863 -0.5760 0.5430
O -12.418 2.974 -14.510 3.9018 3.8651 -2.2597
C -14.594 3.780 -13.064 1.2149 0.2648 -0.1554
C -15.309 2.906 -15.270 0.1349 -0.1785 -0.1659
C -13.185 0.704 -16.253 -0.9886 0.5313 0.1066
H -10.834 0.951 -14.866 0.0249 -0.5274 -0.7029
H -11.521 -0.781 -14.823 0.4438 0.1078 -0.4415
H -11.322 0.197 -13.398 -0.3377 0.0325 0.0488
H -13.529 -0.561 -13.118 -0.0415 0.2571 0.0587
H -13.807 -1.246 -14.624 -0.4079 0.2134 -0.4702
H -15.842 -0.570 -13.165 0.0767 -0.1315 -0.1271
H -15.992 0.055 -14.756 0.0366 0.4313 -0.0819
H -15.050 1.417 -12.148 0.2226 0.0363 -0.0774
H -16.417 1.887 -13.112 -0.1073 -0.1457 -0.0085
H -13.833 3.663 -12.295 -0.0484 -0.1177 0.1067
H -15.531 3.960 -12.544 -0.2132 -0.1886 -0.2630
H -14.314 4.683 -13.609 -0.1889 -0.0049 -0.0144
H -16.172 3.496 -14.970 -0.1985 0.0566 -0.2625
H -15.635 2.060 -15.873 -0.1130 -0.0921 0.1994
H -14.658 3.488 -15.925 -0.0197 -0.0076 0.1679
H -14.227 0.480 -16.505 -0.0141 0.1243 0.1300
H -12.629 -0.122 -16.690 0.3781 0.2356 -0.0734
H -12.961 1.679 -16.684 0.3691 -0.2822 -0.2808
C -18.566 -2.123 -10.223 -0.2234 0.1263 -0.1251
Br -19.760 -1.689 -11.688 0.1174 -0.1133 0.3791
Br -19.471 -3.083 -8.835 0.1132 0.0539 -0.0785
Br -17.710 -0.522 -9.554 0.0246 -0.0173 -0.0252
H -17.781 -2.741 -10.634 0.0176 -0.1121 0.0387
C -20.055 2.123 -12.497 -1.0815 -0.0307 0.0703
Cl -19.609 1.013 -13.784 0.2383 0.1285 -0.1681
Cl -21.817 2.109 -12.260 0.0991 -0.0951 -0.0710
Cl -19.571 3.782 -12.874 0.3911 -0.1555 0.1579
H -19.664 1.764 -11.553 0.4846 0.2174 -0.1240
C -12.968 6.278 -10.106 0.2466 0.1185 -0.2243
Cl -14.579 5.960 -10.758 -0.0292 0.2239 0.1678
Cl -12.909 5.982 -8.382 0.0298 0.0414 -0.1245
Cl -12.408 7.900 -10.531 -0.1458 0.2175 0.0963
H -12.268 5.640 -10.628 -0.1004 -0.4206 0.2538
C -12.866 1.035 -10.073 -0.3889 -0.2011 0.3309
Cl -11.111 0.895 -10.063 0.1077 0.1814 -0.0469
Cl -13.435 2.690 -9.811 0.2560 -0.0544 -0.0231
Cl -13.560 -0.017 -8.842 -0.0111 -0.0260 -0.1184
H -13.223 0.712 -11.042 0.0229 -0.0236 -0.0740
C -13.770 -4.152 -12.278 -0.7453 -0.2883 -0.3120
Cl -13.804 -3.141 -10.846 0.2620 0.2307 0.1526
Cl -15.435 -4.307 -12.903 0.1714 -0.0245 0.0256
Cl -13.078 -5.735 -11.962 0.0721 0.1465 -0.0067
H -13.224 -3.670 -13.076 0.3018 0.0648 0.1402
C -11.236 -4.367 -16.317 0.0968 0.0220 0.1261
Cl -10.674 -3.867 -17.907 -0.1591 0.0663 0.1181
Cl -12.847 -3.741 -15.930 -0.0580 0.0073 -0.2167
Cl -10.115 -3.861 -15.052 0.1684 0.0425 0.0616
H -11.278 -5.446 -16.298 -0.0827 -0.0641 -0.0237
C -17.847 -2.981 -16.202 -0.6010 0.5420 0.1299
Cl -19.130 -3.836 -17.065 0.3804 -0.2331 0.1965
Cl -16.246 -3.663 -16.352 0.1065 -0.2631 -0.3694
Cl -18.233 -2.770 -14.484 -0.1690 -0.0597 -0.0782
H -17.861 -1.988 -16.626 0.2891 0.0704 -0.0580
C -7.214 0.811 -13.248 0.3771 -0.8396 0.7063
C -8.190 0.854 -12.057 1.8246 -0.0278 -0.0365
O -9.113 1.866 -12.478 -0.9504 -0.2862 0.7351
C -8.904 2.190 -13.716 0.3535 -1.2333 0.2880
O -9.649 2.919 -14.331 -0.6708 2.3908 -1.0777
O -7.887 1.578 -14.255 0.5361 0.4085 -0.2193
H -7.086 -0.203 -13.615 -0.0722 0.0347 -0.2117
H -6.227 1.191 -12.997 -0.0821 0.4824 -0.3629
H -7.725 1.217 -11.146 0.0202 0.0212 0.0297
H -8.512 -0.171 -11.886 -1.3180 0.4228 0.0060
C -15.736 6.884 -17.365 0.7553 -0.6777 0.6858
C -15.675 7.148 -15.842 -1.7923 0.2765 -0.8212
O -14.630 6.303 -15.363 0.7032 -0.3999 0.1716
C -14.027 5.715 -16.379 -0.1500 1.7697 -0.0487
O -12.966 5.093 -16.289 0.7547 0.3225 0.8101
O -14.572 6.001 -17.521 0.1879 -0.3393 -0.6614
H -15.587 7.759 -17.985 0.0398 -0.0254 -0.0890
H -16.584 6.286 -17.680 -0.1765 0.2139 -0.0108
H -16.636 6.848 -15.426 0.2702 -0.1460 0.4350
H -15.530 8.196 -15.598 0.5508 -0.1042 0.1655
```
Positions in Å, forces in eV/Å.

The LUMO energy is -7.3 eV. The total charge is +2. The orbital gap is 5.492 eV. The value obtained for the highest occupied orbital energy is -12.79 eV.

Here is C28H21Cl2N6Pt as an isolated structure in a non-equilibrium geometry from the Open Molecules 2025 dataset. Energies are from ωB97M-V/def2-TZVPD.

The geometry in XYZ format:
```
58
Properties=species:S:1:pos:R:3:forces:R:3
Pt -0.772 -0.649 0.535 -0.5173 -0.3995 0.8227
C 1.727 3.913 0.504 -0.8925 0.1476 -0.3744
C 1.344 2.567 0.686 0.7734 0.4255 1.8252
N 0.133 2.151 0.691 -0.4701 -0.2827 -0.3376
C -0.903 2.956 0.384 0.1982 -0.0852 -0.1472
C -0.650 4.331 0.156 -0.1300 -0.1474 0.0684
C 0.695 4.783 0.271 0.1729 0.2529 -0.1805
C -1.718 5.171 -0.235 0.0973 -0.0235 0.0243
C -2.935 4.593 -0.447 -0.1323 0.1082 -0.0685
C -3.180 3.221 -0.248 0.0155 -0.1603 -0.0465
C -2.204 2.337 0.211 0.2007 0.4122 -0.0139
N -2.340 0.972 0.405 -0.0336 -0.2081 -0.0567
C -3.587 0.407 0.420 0.1881 -0.0342 0.1108
C -4.804 1.016 0.728 -0.1386 -0.0183 0.0917
C -6.026 0.326 0.673 0.0486 0.0406 0.0024
C -6.108 -0.991 0.320 -0.0178 -0.0530 -0.0295
C -4.906 -1.693 0.078 -0.0334 -0.0088 0.0193
C -4.873 -3.074 -0.218 -0.0081 0.0433 -0.0011
C -3.678 -3.716 -0.368 0.0490 -0.0372 0.0538
C -2.492 -2.985 -0.200 -0.0080 -0.0289 0.0058
N -2.500 -1.693 0.048 0.0736 0.1836 -0.3960
C -3.670 -1.015 0.164 -0.0530 0.0416 0.0649
H 2.763 4.231 0.497 0.0029 0.0047 0.1032
H 3.521 1.779 0.039 -0.3659 -0.0620 0.0488
H 0.893 5.840 0.111 -0.0789 0.0353 0.0201
H -1.554 6.229 -0.403 0.0137 0.0058 0.0100
H -3.760 5.205 -0.795 -0.0103 -0.0127 0.0047
H -4.163 2.863 -0.507 0.0685 0.0405 -0.0676
H -4.823 2.044 1.051 0.0095 -0.0698 0.0498
H -6.930 0.871 0.918 0.0061 0.0042 0.0091
H -7.056 -1.510 0.257 0.0052 -0.0048 0.0007
H -5.809 -3.612 -0.305 0.0005 0.0035 -0.0056
H -3.621 -4.774 -0.582 -0.0071 0.0013 -0.0012
H -1.518 -3.456 -0.246 -0.0061 0.0063 -0.0581
Cl 2.588 0.846 0.386 1.9153 1.0999 -2.3460
C 2.509 -1.445 -1.062 0.2977 0.3540 0.9765
C 3.298 -2.355 -1.973 -0.2611 -0.3092 -0.0310
C 3.580 -3.644 -1.662 0.0021 0.2055 -0.2859
C 3.127 -4.300 -0.488 -0.2507 0.0975 0.2864
C 2.264 -3.565 0.318 0.1350 -0.4995 -0.1098
Cl 1.577 -4.388 1.715 0.0031 0.0474 0.0101
C 1.887 -2.266 0.086 0.5744 -0.1502 0.8667
N 1.022 -1.602 1.010 -0.6442 0.4219 -2.4391
H 3.610 -1.945 -2.927 0.0823 0.0731 0.0571
H 4.161 -4.219 -2.379 -0.0030 -0.0114 0.0143
H 3.345 -5.333 -0.274 0.0105 0.0007 -0.0031
C 5.848 -0.695 -0.862 -0.0820 -0.0265 0.0349
N 4.688 -0.277 -0.097 0.0374 -0.2388 0.3872
C 4.751 -0.046 1.258 -0.0117 -0.2901 -0.0324
C 3.717 0.530 1.895 -0.2056 0.1105 -0.0077
N 1.072 -0.372 1.184 -0.7616 -0.7581 1.6339
C 3.364 -0.250 -0.601 0.1834 -0.2745 -0.7166
H 6.726 -0.674 -0.216 0.0051 -0.0051 -0.0077
H 6.006 -0.012 -1.699 -0.0003 -0.0006 -0.0055
H 5.702 -1.702 -1.252 0.0443 -0.0013 -0.0026
H 5.644 -0.367 1.778 -0.0112 -0.0284 0.0225
H 3.325 0.404 2.890 0.0245 0.1235 0.0261
H 1.692 -0.959 -1.622 -0.1045 -0.0607 0.1204
```
Positions in Å, forces in eV/Å.

The LUMO energy (alpha / beta) is 2.3 / 2.3 eV. Its energy above the lowest of the compared OMol25 structures with the same formula, charge and spin is 365.1 kcal per mole. The total charge is -1. The orbital gap (alpha / beta) is 4.780 / 4.779 eV. The value obtained for the highest occupied orbital energy (alpha / beta) is -2.47 / -2.47 eV.

Here is C24H26MnN4S2Si as an isolated structure in a non-equilibrium geometry from the Open Molecules 2025 dataset. Energies are from ωB97M-V/def2-TZVPD.

The geometry in XYZ format:
```
58
Properties=species:S:1:pos:R:3:forces:R:3
C 1.281 -3.060 2.800 1.0553 -0.3245 -0.0883
C 1.362 -2.930 1.373 0.1213 -0.1740 0.2672
C 2.146 -1.745 1.098 -0.1053 0.3370 -0.3977
H 1.001 -3.658 0.649 0.2917 0.1440 0.1912
C 2.493 -1.147 2.361 0.4849 -0.2150 0.2662
C 1.975 -1.982 3.400 0.5961 -0.5800 -0.3120
H 2.229 -1.896 4.459 -0.4070 0.1041 -0.3618
H 0.926 -3.941 3.331 -0.2565 0.3898 -0.1367
H 2.455 -1.374 0.115 0.0278 -0.3650 0.5731
H 3.203 -0.329 2.517 -0.1999 -0.3817 -0.1103
Mn 0.331 -1.072 1.950 0.1674 0.1514 -0.3782
C -1.818 2.819 -0.372 0.0774 2.0145 -0.5588
H -1.082 2.070 -0.104 -0.1922 -0.3824 -0.5428
H -1.431 3.784 -0.018 -0.1670 -0.2135 0.4427
H -2.804 2.671 0.012 -0.4275 -0.3918 0.7815
Si 0.411 -0.048 -1.753 -1.2367 0.3002 0.2809
C -0.811 -0.368 -3.115 -0.9513 -0.5766 -0.3559
C -0.604 -1.498 -3.951 -0.4302 0.7447 -0.5364
H 0.091 -2.294 -3.639 -0.1573 0.5502 -0.3227
C -1.264 -1.574 -5.195 -0.2833 0.4037 0.6077
H -1.017 -2.367 -5.894 -0.0749 0.0389 0.1001
C -2.260 -0.632 -5.527 0.3908 -0.3963 0.6205
H -2.774 -0.700 -6.485 0.1071 0.0255 0.2410
C -2.631 0.337 -4.587 0.2412 0.1702 0.3096
H -3.476 1.001 -4.778 0.2503 -0.1873 -0.0783
C -1.907 0.504 -3.394 0.7141 -0.7488 -0.6287
H -2.172 1.308 -2.696 0.2183 -0.3818 -0.3618
C 1.584 1.244 -2.359 1.0686 0.6298 0.0181
C 1.781 1.584 -3.727 0.4423 0.1230 0.3656
H 1.137 1.178 -4.510 0.1550 -0.0898 0.3122
C 2.834 2.433 -4.113 -0.1096 -0.0315 0.4129
H 3.001 2.661 -5.171 -0.1075 -0.1892 0.3874
C 3.679 3.006 -3.150 -0.5804 -0.1005 0.4561
H 4.527 3.629 -3.440 -0.3250 -0.1333 0.0197
C 3.387 2.816 -1.786 -0.2703 -0.2923 -0.2331
H 3.948 3.341 -1.012 0.0071 -0.1719 -0.2922
C 2.360 1.944 -1.396 0.3158 -0.1010 -0.7243
H 2.181 1.766 -0.332 0.0403 0.0610 -0.2945
H 0.698 -1.247 -0.919 0.3138 0.2132 -0.5342
H -2.017 3.091 -1.420 0.6867 -0.9235 -0.0408
N 1.544 1.930 3.111 0.3209 0.9764 0.3473
C 0.461 1.461 3.744 -1.4265 -1.2823 -0.1789
N -0.127 0.307 3.452 -0.1953 1.3938 1.0115
C -1.299 0.100 4.203 1.1789 3.3466 0.5968
C -1.620 1.175 5.017 0.1452 -1.6791 -0.7698
S -0.391 2.394 4.941 -0.2100 -0.2450 -0.0014
C -2.049 -1.051 3.852 -2.6220 -2.2211 -1.0752
C -3.348 -1.432 4.192 2.1237 0.7555 -0.1735
S -3.839 -2.827 3.287 0.6482 0.3410 -0.0543
C -2.303 -2.788 2.421 0.2583 2.0870 1.5484
N -1.481 -1.814 2.828 -1.8022 -1.0825 -0.1787
N -2.026 -3.612 1.422 -0.3830 -1.2416 -0.8729
H 1.894 2.842 3.387 0.0365 -0.5181 -0.2932
H 2.074 1.331 2.499 -0.0803 -0.2065 0.0751
H -2.543 1.247 5.571 0.2431 0.3077 0.2280
H -3.966 -0.883 4.880 -0.2830 -0.3212 0.0697
H -2.741 -4.267 1.102 0.6614 0.5063 0.0975
H -1.190 -3.440 0.868 -0.1053 0.0335 0.2597
```
Positions in Å, forces in eV/Å.

The LUMO energy (alpha / beta) is 0.4 / -0.5 eV. Its spin multiplicity is 6. Its energy above the lowest of the compared OMol25 structures with the same formula, charge and spin is 75.3 kcal per mole. The orbital gap (alpha / beta) is 5.782 / 3.961 eV. The value obtained for the highest occupied orbital energy (alpha / beta) is -5.42 / -4.42 eV.

Number 1: E_tot -17975.16330 Ha. Number 2: E_tot -2447.34884 Ha. Number 3: E_tot -3385.88530 Ha.